The following is a DFT calculation (the ωB97M-V functional and the def2-TZVPD basis) of an isolated ion of composition C18H34ClN4O and charge +1.

Cartesian coordinates (Å):
C 6.69 -2.05 0.91
C 5.83 -0.83 1.26
C 5.03 -0.34 0.05
C 3.84 0.51 0.49
C 3.15 1.26 -0.66
C 2.31 2.42 -0.13
C 1.41 3.07 -1.20
C -0.07 2.74 -1.04
C -0.42 1.29 -1.40
C -0.27 0.29 -0.22
C -1.34 -0.73 -0.31
N -1.28 -1.74 -1.18
C -2.38 -2.46 -0.96
N -2.68 -3.59 -1.62
Cl -1.61 -4.11 -2.81
C -3.88 -4.38 -1.34
C -3.60 -5.88 -1.53
O -3.39 -6.61 -0.59
N -3.12 -1.91 0.03
N -2.46 -0.78 0.44
C -3.01 0.03 1.53
C -2.75 1.53 1.42
C -3.91 2.37 1.99
C -4.57 3.21 0.90
H 7.57 -2.10 1.54
H 6.97 -2.01 -0.13
H 6.12 -2.96 1.06
H 5.10 -1.10 2.02
H 6.42 -0.01 1.65
H 4.64 -1.21 -0.47
H 5.65 0.27 -0.61
H 4.15 1.25 1.22
H 3.09 -0.12 0.95
H 3.89 1.65 -1.36
H 2.54 0.56 -1.23
H 1.69 2.05 0.68
H 3.00 3.14 0.28
H 1.52 4.15 -1.18
H 1.76 2.74 -2.18
H -0.33 2.95 0.00
H -0.64 3.44 -1.65
H 0.23 0.99 -2.21
H -1.43 1.23 -1.81
H -0.27 0.80 0.73
H 0.67 -0.22 -0.32
H -4.69 -4.09 -2.00
H -4.14 -4.27 -0.29
H -3.61 -6.25 -2.57
H -3.99 -2.24 0.39
H -4.09 -0.12 1.49
H -2.69 -0.38 2.48
H -1.86 1.76 2.00
H -2.52 1.82 0.41
H -3.50 3.03 2.75
H -4.64 1.74 2.49
H -5.14 2.56 0.25
H -5.17 4.01 1.30
H -3.79 3.66 0.28

- Spin multiplicity: 1
- E: -39739.9460 eV
- Total charge: +1
- Orbital gap: 9.86 eV
- Structure (SMILES): CCCCCCCCCCc1nc(N(Cl)CC=O)[nH][n+]1CCCC

---

The following is a DFT calculation (the ωB97M-V functional and the def2-TZVPD basis) of C18H34F8InO2 as an isolated structure.

Cartesian coordinates (Å):
C -2.04 0.88 4.06
C -1.03 2.10 3.63
In -1.08 2.36 1.34
C -0.33 0.39 0.47
C 1.25 0.08 0.79
C 2.25 1.38 0.68
C 3.77 0.82 1.09
C 4.40 -0.23 0.00
C 4.23 -1.81 0.38
C 4.73 -2.22 1.89
C 3.51 -2.52 2.96
C 2.65 -3.88 2.65
C 1.13 -3.63 2.08
O 0.83 -4.63 1.05
C 0.17 -4.04 -0.13
H -1.52 0.27 4.91
H -2.18 0.15 3.13
H -3.09 1.22 4.46
H -1.30 3.15 4.09
H 0.07 1.74 3.87
H 0.12 3.62 0.78
H -2.78 2.75 0.87
H -0.94 -0.53 0.93
H -0.47 0.30 -0.70
H 1.44 -0.41 1.85
H 1.62 -0.70 -0.02
H 2.21 1.78 -0.42
H 1.95 2.23 1.43
H 4.48 1.78 1.08
H 3.81 0.44 2.22
H 3.97 0.03 -1.07
H 5.57 -0.02 -0.07
H 3.14 -2.25 0.17
H 4.94 -2.41 -0.37
H 5.44 -3.18 1.82
H 5.41 -1.36 2.32
H 4.04 -2.68 4.02
H 2.82 -1.56 3.12
H 2.53 -4.44 3.70
H 3.21 -4.65 1.95
H 0.95 -2.56 1.64
H 0.31 -3.77 2.94
H 0.36 -4.78 -1.05
H 0.60 -3.00 -0.46
H -1.01 -3.99 -0.01
C -5.14 2.89 -4.05
C -4.86 1.94 -5.22
C -4.72 0.47 -4.84
F -3.67 0.26 -4.00
F -4.49 -0.29 -5.94
F -3.78 2.38 -5.91
F -5.92 2.05 -6.09
O -4.01 3.59 -3.53
C -3.25 2.88 -2.54
C -1.81 2.62 -2.98
F -1.76 1.86 -4.10
F -1.12 1.94 -2.02
F -3.91 1.75 -2.19
F -3.26 3.67 -1.44
H -5.79 3.68 -4.43
H -5.73 2.42 -3.25
H -5.63 0.09 -4.36
H -1.28 3.56 -3.18

- Spin multiplicity: 1
- E: -50218.7029 eV
- Total charge: -1
- Orbital gap: 6.58 eV

---

The following is a DFT calculation (the ωB97M-V functional and the def2-TZVPD basis) of C18H34HgN5O7 as an isolated structure.

Cartesian coordinates (Å):
Hg -1.32 2.47 -1.65
O -0.74 1.00 -0.07
H -0.26 0.37 0.50
C 2.08 0.17 1.93
O 3.15 -0.33 1.56
N 1.82 0.68 3.18
C 0.58 1.38 3.52
C 2.87 0.79 4.20
H 1.25 0.41 1.25
H 0.52 2.40 3.13
H 0.45 1.28 4.60
H -0.26 0.85 3.07
H 3.75 0.16 4.08
H 3.06 1.86 4.15
H 2.55 0.58 5.22
C -2.92 4.74 0.51
O -1.95 4.23 -0.06
N -3.58 4.10 1.46
C -3.13 2.83 2.15
C -4.84 4.53 1.91
H -3.45 5.64 0.18
H -2.13 2.56 1.79
H -3.69 1.90 2.05
H -2.89 3.03 3.20
H -5.36 5.13 1.16
H -5.58 3.74 2.06
H -4.82 5.12 2.83
C -2.55 -3.95 1.82
O -2.88 -3.52 2.92
N -2.67 -3.26 0.66
C -2.60 -3.82 -0.65
C -2.88 -1.84 0.73
H -2.19 -4.97 1.65
H -1.93 -3.15 -1.18
H -3.53 -3.63 -1.19
H -2.24 -4.84 -0.79
H -3.93 -1.55 0.62
H -2.56 -1.41 1.67
H -2.24 -1.41 -0.05
C 1.91 1.99 -3.19
O 0.74 1.91 -2.79
N 2.99 1.42 -2.61
C 4.27 1.33 -3.34
C 2.86 0.70 -1.32
H 2.13 2.57 -4.09
H 4.14 1.82 -4.30
H 4.51 0.27 -3.43
H 5.04 1.86 -2.77
H 1.94 0.89 -0.79
H 2.87 -0.38 -1.45
H 3.63 0.99 -0.60
C 1.22 -3.48 -0.65
C 1.82 -4.34 -1.61
C 2.04 -3.81 -2.86
C 1.52 -2.49 -3.21
C 0.88 -1.77 -2.22
C 0.78 -2.19 -0.93
N 1.81 -1.93 -4.51
O 1.55 -0.77 -4.72
O 2.10 -2.66 -5.44
H 1.12 -3.99 0.30
H 2.09 -5.35 -1.35
H 2.42 -4.42 -3.66
H 0.43 -0.81 -2.42
H 0.25 -1.61 -0.18

- Spin multiplicity: 2
- <S²>: 0.781
- E: -45150.6033 eV
- Total charge: +2
- Orbital gap (spin up / spin down): 4.25 / 2.41 eV

---

The following is a DFT calculation (the ωB97M-V functional and the def2-TZVPD basis) of a 2-piece molecular cluster, C18H34N3 overall.

Cartesian coordinates (Å):
C 4.32 -0.42 2.32
C 3.22 -0.35 1.25
C 3.09 1.07 0.70
C 1.80 1.28 -0.13
C 0.84 2.34 0.45
C -0.38 1.66 1.09
C -1.43 2.66 1.57
C -2.25 2.29 2.83
C -2.47 0.80 3.11
C -3.52 0.12 2.22
C -2.95 -0.49 0.93
N -3.72 -1.72 0.55
C -3.17 -2.90 1.04
N -4.03 -3.90 1.40
N -1.84 -3.10 1.13
H 4.23 0.44 2.98
H 5.29 -0.34 1.83
H 4.26 -1.32 2.92
H 2.27 -0.68 1.68
H 3.53 -1.02 0.45
H 3.96 1.28 0.09
H 3.07 1.74 1.56
H 2.06 1.51 -1.16
H 1.27 0.33 -0.15
H 1.36 2.91 1.22
H 0.51 3.01 -0.34
H 0.00 1.03 1.89
H -0.81 1.06 0.29
H -2.09 2.94 0.75
H -0.89 3.58 1.82
H -1.80 2.76 3.70
H -3.25 2.71 2.70
H -2.87 0.74 4.12
H -1.55 0.22 3.13
H -4.35 0.79 2.02
H -3.93 -0.70 2.80
H -3.07 0.22 0.11
H -1.89 -0.66 1.06
H -3.72 -1.75 -0.47
H -4.20 -4.00 2.40
H -4.91 -3.75 0.92
H -1.26 -2.98 0.31
H -1.43 -3.38 2.00
C 2.63 -0.79 -3.95
C 1.27 -1.05 -3.98
C 0.53 -0.76 -5.11
C 1.15 -0.22 -6.23
C 2.52 0.04 -6.20
C 3.26 -0.24 -5.06
H 3.21 -1.01 -3.06
H 0.79 -1.48 -3.11
H -0.53 -0.96 -5.13
H 0.58 0.00 -7.12
H 3.00 0.46 -7.07
H 4.32 -0.04 -5.04

- Spin multiplicity: 1
- E: -23680.0797 eV
- Total charge: +1
- Orbital gap: 6.01 eV

---

The following is a DFT calculation (the ωB97M-V functional and the def2-TZVPD basis) of C18H35AgO8 as an isolated structure.

Cartesian coordinates (Å):
Ag -27.27 3.27 26.36
C -24.11 1.72 23.71
C -24.66 1.19 25.05
O -25.89 1.65 25.46
H -24.85 1.64 22.91
H -23.20 1.17 23.45
H -23.93 2.80 23.72
H -23.84 1.48 25.72
H -24.70 0.09 24.99
C -24.12 6.41 18.77
C -23.74 5.07 19.36
C -22.43 4.38 18.98
O -22.00 3.81 20.22
C -22.62 4.43 21.22
O -22.28 4.40 22.36
O -23.66 5.16 20.78
H -24.22 6.47 17.69
H -23.43 7.20 19.08
H -25.07 6.68 19.23
H -24.55 4.37 19.11
H -21.67 5.01 18.51
H -22.55 3.60 18.23
C -27.43 2.60 22.12
C -27.60 3.86 22.94
O -27.71 3.81 24.15
C -27.58 5.16 22.22
H -26.47 2.73 21.62
H -28.22 2.60 21.37
H -27.52 1.76 22.80
H -28.32 5.83 22.68
H -27.64 5.15 21.14
H -26.63 5.63 22.51
C -23.72 5.43 27.08
C -24.78 5.36 26.00
O -25.95 5.15 26.26
C -24.28 5.42 24.59
H -24.16 5.34 28.07
H -23.24 6.41 27.01
H -23.05 4.58 26.94
H -24.38 6.45 24.24
H -24.78 4.72 23.93
H -23.22 5.16 24.57
C -20.25 2.25 23.65
C -19.29 2.99 22.73
O -19.07 4.16 22.90
C -18.49 2.17 21.73
H -20.97 2.95 24.06
H -19.75 1.70 24.45
H -20.71 1.45 23.07
H -18.37 1.15 22.11
H -17.48 2.59 21.70
H -19.00 2.08 20.77
C -23.30 -0.81 28.18
C -24.42 -1.72 28.61
O -24.31 -2.92 28.58
C -25.70 -1.00 29.02
H -23.48 -0.21 27.29
H -22.46 -1.43 27.86
H -22.89 -0.20 28.99
H -26.32 -1.68 29.60
H -26.20 -0.83 28.06
H -25.39 -0.16 29.63

- Spin multiplicity: 2
- <S²>: 0.754
- E: -39603.6805 eV
- Total charge: +1
- Orbital gap (spin up / spin down): 7.60 / 5.47 eV
- Relative energy (zero: lowest compared OMol25 entry of this formula, charge and spin): 0.00 kcal/mol

---

The following is a DFT calculation (the ωB97M-V functional and the def2-TZVPD basis) of a 6-piece molecular cluster, C18H35BN2O22PS5 overall.

Cartesian coordinates (Å):
C 1.05 -2.33 4.20
C 0.87 -3.34 3.02
O 1.46 -2.94 1.77
B 2.71 -2.30 1.92
O 2.93 -1.08 1.30
C 3.96 -2.88 2.74
C 4.01 -4.27 3.22
C 5.11 -4.78 3.99
C 6.17 -3.78 4.24
P 7.72 -4.11 5.25
C 7.18 -3.77 7.03
C 8.16 -5.93 5.23
N 5.97 -2.57 3.69
N 5.00 -2.07 2.99
H 0.26 -2.58 4.95
H 2.02 -2.52 4.74
H 0.89 -1.26 3.93
H 1.18 -4.39 3.29
H -0.23 -3.42 2.83
H 2.28 -1.02 0.57
H 3.16 -4.93 2.97
H 5.19 -5.80 4.40
H 7.18 -2.67 7.21
H 6.14 -4.15 7.22
H 7.88 -4.27 7.73
H 7.38 -6.48 5.81
H 8.24 -6.30 4.19
H 9.13 -6.02 5.78
H 6.75 -1.91 3.86
C 10.02 -1.06 11.32
C 8.58 -1.49 11.46
O 8.34 -2.35 10.34
S 9.71 -3.13 9.98
O 9.65 -4.42 10.58
O 9.98 -2.94 8.59
O 10.71 -2.22 10.84
H 10.13 -0.27 10.57
H 10.45 -0.73 12.26
H 7.89 -0.64 11.45
H 8.42 -2.07 12.37
C -2.74 0.10 0.86
C -1.97 0.28 -0.43
O -0.66 0.68 -0.02
S -0.31 -0.01 1.39
O 0.47 -1.19 1.15
O 0.10 1.00 2.30
O -1.81 -0.48 1.78
H -3.07 1.06 1.26
H -3.61 -0.55 0.73
H -2.41 1.02 -1.09
H -1.88 -0.67 -0.97
C -1.82 4.45 -3.05
C -1.44 4.51 -4.51
O -1.61 3.17 -4.99
S -2.82 2.47 -4.19
O -3.99 2.57 -4.98
O -2.35 1.24 -3.65
O -2.93 3.54 -2.99
H -1.01 4.03 -2.44
H -2.10 5.42 -2.65
H -0.41 4.84 -4.66
H -2.11 5.16 -5.07
C -7.49 4.26 -8.20
C -6.29 3.78 -7.42
O -5.34 4.85 -7.51
S -6.13 6.25 -7.58
O -6.16 6.82 -6.28
O -5.66 6.97 -8.71
O -7.59 5.66 -7.91
H -7.33 4.14 -9.27
H -8.40 3.74 -7.91
H -5.87 2.86 -7.82
H -6.53 3.64 -6.36
C -11.73 2.08 -11.34
C -11.47 3.57 -11.25
O -10.69 3.74 -10.06
S -9.76 2.44 -9.85
O -8.47 2.73 -10.37
O -9.97 1.95 -8.53
O -10.51 1.47 -10.89
H -12.53 1.77 -10.66
H -11.96 1.76 -12.35
H -12.39 4.15 -11.19
H -10.88 3.92 -12.09

- Spin multiplicity: 1
- E: -131389.2127 eV
- Total charge: +1
- Orbital gap: 7.59 eV

---

The following is a DFT calculation (the ωB97M-V functional and the def2-TZVPD basis) of a 9-piece molecular cluster, C18H35Cl15NO4 overall.

Cartesian coordinates (Å):
Cl -0.14 -0.36 0.16
O -1.19 -1.27 0.61
O 1.16 -0.74 0.52
O -0.15 -0.08 -1.20
O -0.38 0.95 0.72
Cl -7.16 2.37 0.29
C -5.57 1.62 0.06
C -5.57 0.40 -0.82
Cl -6.48 -0.89 -0.03
H -5.22 1.32 1.05
H -4.91 2.34 -0.41
H -4.60 -0.01 -1.09
H -6.08 0.52 -1.78
Cl -2.35 1.49 -6.22
C -1.33 2.84 -5.63
C -1.54 4.10 -6.50
Cl -0.72 3.99 -8.06
H -0.31 2.46 -5.65
H -1.51 2.91 -4.55
H -1.15 5.01 -6.04
H -2.60 4.22 -6.73
Cl 6.00 -2.73 4.59
C 5.28 -1.28 3.99
C 3.94 -0.83 4.76
Cl 3.41 0.81 4.39
H 5.07 -1.38 2.92
H 5.96 -0.43 4.11
H 4.30 -0.74 5.79
H 3.06 -1.47 4.78
Cl -3.94 -2.86 7.16
C -3.14 -2.14 5.75
C -3.58 -0.68 5.44
Cl -2.99 0.30 6.75
H -3.39 -2.81 4.93
H -2.06 -2.25 5.76
H -4.61 -0.39 5.21
H -2.98 -0.32 4.61
Cl 2.69 -6.98 -1.64
C 2.90 -5.87 -0.19
C 3.69 -6.52 1.03
Cl 2.76 -7.92 1.78
H 2.04 -5.29 0.14
H 3.62 -5.08 -0.38
H 3.71 -5.77 1.83
H 4.70 -6.83 0.78
Cl -4.63 -6.78 1.29
C -3.70 -6.28 -0.13
C -3.42 -7.39 -1.06
Cl -2.46 -8.80 -0.35
H -2.76 -5.83 0.17
H -4.19 -5.46 -0.65
H -2.67 -6.98 -1.73
H -4.31 -7.78 -1.55
Cl 0.33 8.22 0.00
C 0.14 6.45 -0.35
C -1.26 6.26 -0.89
Cl -2.49 6.71 0.44
H 0.48 5.97 0.58
H 0.83 6.18 -1.15
H -1.50 5.21 -1.02
H -1.49 6.77 -1.83
C 4.11 4.17 -3.26
C 3.84 2.98 -2.27
C 4.70 3.05 -0.97
C 6.03 2.47 -1.11
N 7.06 1.96 -1.24
H 5.16 4.05 -3.51
H 4.05 5.06 -2.62
H 3.62 4.23 -4.23
H 3.99 2.03 -2.79
H 2.80 2.99 -1.95
H 4.05 2.75 -0.15
H 5.03 4.05 -0.68

- Spin multiplicity: 1
- E: -216744.1523 eV
- Total charge: -1
- Orbital gap: 7.82 eV